# C10H36F3N18O12S

A 10-piece molecular cluster, C10H36F3N18O12S overall in a non-equilibrium geometry (wB97M-V/def2-TZVPD, the Open Molecules 2025 dataset).

CARTESIAN COORDINATES (ANGSTROEM)
1 C -28.318138 -16.400534 -5.027229
2 F -28.588328 -16.237710 -3.725395
3 F -26.991715 -16.553525 -5.121313
4 F -28.881622 -17.516477 -5.450365
5 S -28.889448 -15.045339 -6.220757
6 O -28.218644 -15.351152 -7.503726
7 O -30.348142 -15.110810 -6.277922
8 O -28.380582 -13.770166 -5.720285
9 C -31.391014 -18.651099 -7.491933
10 O -32.125525 -19.492205 -8.028363
11 N -31.824585 -17.491470 -6.964479
12 N -30.043566 -18.763617 -7.618199
13 H -31.323388 -16.773189 -6.451209
14 H -32.803860 -17.332992 -7.143205
15 H -29.670324 -19.410789 -8.282804
16 H -29.558094 -17.913009 -7.403179
17 C -26.841039 -18.679791 -9.212115
18 O -26.144683 -18.529397 -8.218423
19 N -27.692644 -17.704314 -9.663753
20 N -27.000159 -19.871923 -9.858172
21 H -27.760069 -16.911280 -9.038834
22 H -28.192556 -17.748774 -10.529289
23 H -27.909030 -20.001464 -10.266283
24 H -26.498324 -20.692664 -9.574989
25 C -24.990819 -13.035359 -7.530429
26 O -23.827169 -12.719442 -7.743254
27 N -25.576537 -13.012886 -6.295996
28 N -25.860383 -13.380107 -8.529602
29 H -26.496685 -13.391725 -6.105646
30 H -25.097275 -12.762041 -5.450354
31 H -26.761021 -13.713853 -8.237311
32 H -25.514185 -13.280175 -9.463901
33 C -27.474894 -14.021652 -0.517866
34 O -26.721679 -14.840480 0.000797
35 N -27.841900 -12.863345 0.089267
36 N -27.930779 -14.091356 -1.800275
37 H -28.506655 -12.227497 -0.304945
38 H -27.533195 -12.629249 1.014871
39 H -27.892333 -14.954364 -2.308471
40 H -28.325115 -13.282301 -2.234640
41 C -28.751020 -10.219470 -6.657360
42 O -29.360168 -9.152006 -6.785918
43 N -28.893171 -11.053975 -5.582145
44 N -27.832674 -10.631294 -7.573412
45 H -29.706313 -11.113392 -5.004052
46 H -28.451384 -11.937645 -5.847906
47 H -26.951452 -10.984916 -7.225725
48 H -27.779299 -9.976137 -8.337746
49 C -23.978386 -18.906260 -4.950231
50 O -23.430139 -19.905852 -5.396974
51 N -24.159078 -17.815801 -5.771816
52 N -24.696580 -18.858396 -3.788661
53 H -24.476129 -16.972028 -5.328606
54 H -23.640756 -17.836079 -6.629455
55 H -24.974742 -19.701446 -3.321665
56 H -25.174445 -18.048040 -3.440462
57 C -33.076316 -13.268605 -6.426160
58 O -34.150221 -12.639627 -6.428544
59 N -32.936472 -14.431660 -7.096349
60 N -32.043893 -12.923166 -5.652312
61 H -32.177968 -15.009738 -6.761170
62 H -33.701515 -14.815777 -7.613877
63 H -32.125384 -12.057912 -5.152902
64 H -31.202153 -13.490186 -5.653555
65 C -29.722210 -13.525463 -10.239261
66 O -29.457890 -13.035770 -11.349670
67 N -30.207961 -12.795527 -9.216175
68 N -29.540946 -14.843871 -9.985106
69 H -30.277741 -13.229184 -8.315674
70 H -30.209390 -11.809444 -9.416480
71 H -29.326606 -15.114432 -9.029257
72 H -29.132252 -15.385939 -10.723890
73 C -32.180423 -16.803919 -2.610198
74 O -31.701750 -16.241971 -1.617853
75 N -31.403183 -17.353449 -3.565233
76 N -33.514612 -16.775045 -2.882343
77 H -31.863247 -17.656074 -4.406257
78 H -30.417996 -17.456495 -3.439288
79 H -33.783216 -17.366578 -3.650951
80 H -34.172119 -16.646946 -2.136914

Forces on the atoms, in the same order (eV/Å):
C 1.02 0.24 -0.47
F -0.41 0.27 -0.52
F -0.34 0.37 -0.11
F -0.39 -0.47 0.24
S 1.21 1.56 -1.55
O -0.87 -0.73 1.72
O 1.13 -0.62 0.53
O -0.41 -1.32 0.75
C 0.24 -1.62 -2.68
O -0.02 0.80 1.04
N -1.57 0.61 0.94
N 0.15 0.59 1.05
H 0.32 -0.50 -0.49
H 0.05 0.01 0.24
H -0.02 -0.07 0.00
H 0.65 -0.27 -0.40
C -0.40 -0.12 1.46
O 0.06 0.11 -0.78
N 0.40 0.31 0.55
N -0.22 -0.19 -0.88
H -0.04 0.10 -0.39
H -0.01 0.02 -0.04
H 0.14 -0.33 -0.21
H 0.08 0.16 0.30
C 0.45 0.26 -0.45
O -0.29 0.00 0.21
N -0.71 -0.07 0.97
N 0.49 0.17 0.95
H 0.13 0.03 -0.43
H 0.64 0.03 -0.40
H -0.27 -0.12 -0.77
H -0.35 -0.27 -0.14
C 1.15 -0.24 -0.04
O -0.80 0.22 -0.23
N -0.24 0.88 0.71
N -0.02 -0.31 -0.10
H -0.15 -0.12 -0.17
H 0.21 -0.39 -0.04
H 0.13 0.13 0.15
H -0.21 -0.05 -0.18
C -1.55 2.39 1.04
O 0.10 -1.07 -0.09
N 1.65 -1.06 -1.04
N 0.47 -0.25 -0.59
H -0.25 0.45 -0.18
H -0.74 0.20 0.96
H -0.05 -0.19 -0.16
H 0.31 -0.01 0.09
C -1.15 -0.51 -2.18
O 0.19 0.08 0.99
N 0.31 -0.14 1.37
N 0.01 -0.09 1.08
H 0.11 0.31 -0.60
H -0.01 0.33 -0.04
H 0.46 -0.24 -0.20
H 0.10 0.25 -0.39
C -3.39 0.66 0.36
O 1.23 -0.20 -0.34
N 1.07 -0.74 -0.08
N 1.29 0.17 0.36
H -0.43 -0.02 -0.72
H -0.15 0.13 0.09
H 0.05 -0.04 0.02
H -0.27 0.52 0.19
C 0.73 0.62 -1.95
O -0.47 -0.30 0.93
N 0.05 0.00 -0.40
N -0.15 -0.88 0.65
H -0.26 0.52 0.31
H -0.10 0.02 0.69
H -0.08 -0.09 -0.46
H 0.12 0.20 -0.05
C 1.07 1.99 2.01
O -0.45 -0.88 -0.56
N -0.66 -0.51 -0.79
N -0.18 -0.59 -0.90
H 0.51 -0.31 -0.18
H 0.00 0.08 0.12
H -0.55 0.02 0.18
H 0.14 0.11 0.12

Output
**DFT total energy**: -81346.0082 eV
**E_HOMO**: -7.7 eV
**ΔE to the lowest compared entry with this formula, charge and spin**: 125.0 kJ/mol
**Lowest unoccupied orbital energy**: 1.984 eV
**Net charge**: -1
**Gap between HOMO and LUMO**: 9.67 eV